Molecular formula: C9H16N2PPtS
Method: DFT, ωB97M-V/def2-TZVPD

Structure (XYZ):
```
30
C9H16N2PPtS, DFT ωB97M-V/def2-TZVPD
C 1.45427 -1.94433 -2.38310
C 2.76906 -2.30541 -1.87141
C 3.63861 -1.19022 -1.61057
C 3.05133 -0.09140 -2.30175
C 1.58316 -0.46645 -2.86446
Pt 1.34901 -0.72078 -0.71782
P 0.65742 -2.51945 0.92828
H 0.55276 -2.65842 -2.65970
H 3.13607 -3.32919 -1.71649
H 4.67312 -1.26953 -1.26612
H 0.80388 0.18184 -3.44610
H 3.63039 0.85671 -2.44884
H 1.14747 -2.60260 2.32805
H 1.39137 -3.64702 0.18166
H -0.80094 -2.81356 1.03670
S 1.26522 1.25201 0.46535
C -0.43125 1.49907 1.02593
N -0.89678 1.23528 2.25909
C -2.34612 1.17994 2.56740
C -3.23608 1.36517 1.25526
C -2.65628 2.47408 0.35875
N -1.24880 2.03203 0.10420
H -0.22746 0.74699 2.83157
H -2.54692 2.12947 3.17134
H -2.61853 0.25311 3.14449
H -4.29391 1.64451 1.56809
H -3.23789 0.44050 0.53524
H -2.56827 3.47034 0.85105
H -3.24311 2.49444 -0.60338
H -0.75080 2.30287 -0.72273
```

HOMO level (spin up / spin down): 0.01591 / -0.11478 Ha
spin multiplicity: 3
LUMO (spin up / spin down): 2.8 / 2.9 eV
total charge: -1

=====

Molecular formula: C5H8N2
Method: DFT, ωB97M-V/def2-TZVPD

Structure (XYZ):
```
15
C5H8N2, DFT ωB97M-V/def2-TZVPD
C -1.30441 -1.55414 0.30958
N -0.21949 -0.84353 0.04840
C 1.00280 -1.12278 -0.43018
C 1.83741 0.03025 -0.21883
C 1.12729 1.06268 0.28333
C -0.31269 0.64892 0.31815
N -1.12099 1.27829 -0.69930
H -1.47548 -2.51645 -0.14870
H -1.83710 -1.28007 1.21001
H -0.84489 0.69821 1.27351
H 1.30407 -2.14676 -0.59904
H 2.91231 0.01654 -0.36625
H 1.46909 2.05164 0.55628
H -1.94601 1.71409 -0.30993
H -0.59192 1.96310 -1.22703
```

HOMO level (spin up / spin down): -0.23733 / -0.24125 Ha
LUMO (spin up / spin down): 0.8 / 0.6 eV

=====

Molecular formula: C35H34IN5O2S2W
Method: DFT, ωB97M-V/def2-TZVPD

Structure (XYZ):
```
80
C35H34IN5O2S2W, DFT ωB97M-V/def2-TZVPD
W -1.03891 0.47325 -1.33073
C 2.82711 -0.62752 -2.38565
C 1.72535 0.38466 -2.37933
O 0.49017 -0.06407 -2.23445
C 1.95271 1.73267 -2.54370
C 0.88608 2.65681 -2.69139
C 1.09578 3.99825 -3.28738
N -0.33142 2.25021 -2.35172
N -1.38239 3.03595 -2.77702
C -2.49600 2.36625 -2.78363
O -2.45020 1.08189 -2.43670
C -3.77381 2.96848 -3.11386
C -3.86725 4.31760 -3.47785
C -5.10729 4.87446 -3.71652
C -6.25686 4.10455 -3.59690
C -6.16755 2.76245 -3.24626
C -4.93543 2.19204 -3.00616
H 2.44612 -1.57003 -1.99249
H 3.66420 -0.28033 -1.78140
H 3.18889 -0.79371 -3.40201
H 2.96021 2.07299 -2.72442
H 2.14922 4.25483 -3.30025
H 0.52256 4.73678 -2.72702
H 0.71136 4.02455 -4.30910
H -2.96524 4.90561 -3.54888
H -5.18615 5.91418 -3.98953
H -7.22663 4.54202 -3.77739
H -7.06110 2.16473 -3.15692
H -4.85826 1.15065 -2.71173
S 0.82509 0.66618 0.62377
C 0.49022 -0.60941 1.78600
N 0.31027 -0.32291 3.09445
C 0.12335 -1.43499 4.00043
C 0.98594 -2.61203 3.55549
N 0.63946 -2.96509 2.19767
C 0.85747 -4.32932 1.76165
C 2.29501 -4.56394 1.34728
C 2.67002 -4.40528 0.01482
C 3.98997 -4.54332 -0.37662
C 4.94540 -4.90339 0.55691
C 4.57933 -5.08306 1.88305
C 3.26138 -4.91921 2.28001
C 0.53107 -1.93457 1.33130
S 0.34697 -2.18741 -0.36173
C 0.06945 1.02784 3.54636
C 1.28593 1.91077 3.42545
C 2.52147 1.46699 3.89225
C 3.60293 2.32261 3.90305
C 3.46341 3.62621 3.43447
C 2.24421 4.05968 2.93342
C 1.15776 3.20808 2.92363
H -0.93413 -1.72913 4.01684
H 0.41262 -1.12961 5.00666
H 0.79494 -3.47618 4.19055
H 2.04957 -2.34559 3.62308
H 0.19624 -4.52566 0.91250
H 0.57388 -4.98353 2.58964
H 1.91200 -4.20868 -0.72951
H 4.26496 -4.41048 -1.41208
H 5.96823 -5.06233 0.25154
H 5.32512 -5.34075 2.61804
H 2.99159 -5.06732 3.31567
H -0.23738 0.98508 4.59564
H -0.75467 1.47431 2.97714
H 2.62371 0.46148 4.27120
H 4.54892 1.98742 4.29489
H 4.30667 4.29734 3.46558
H 2.13736 5.06653 2.56384
H 0.19976 3.53886 2.54906
I -2.14012 2.29388 0.43040
C -2.39859 -0.92395 -0.53451
C -3.50150 -1.52214 0.07635
C -4.26801 -2.43899 -0.63275
C -3.92633 -2.75106 -1.94266
C -2.82391 -2.13453 -2.51328
N -2.09974 -1.25882 -1.81561
H -3.77089 -1.24309 1.08750
H -5.12775 -2.89299 -0.16449
H -4.51597 -3.43646 -2.52781
H -2.51793 -2.32822 -3.53616
```

HOMO level: -0.48999 Ha
LUMO: -7.4 eV
total charge: +2

=====

Molecular formula: C5H30O10
Method: DFT, ωB97M-V/def2-TZVPD

Structure (XYZ):
```
45
C5H30O10, DFT ωB97M-V/def2-TZVPD
C 2.29230 1.37506 3.35654
O 3.01562 0.74952 2.36558
H 2.39510 0.80145 4.26649
H 2.64396 2.37602 3.58019
H 1.28050 1.50905 3.09419
H 3.28799 1.47622 1.76096
C 2.92998 -2.37980 -0.35544
O 1.51150 -2.66516 -0.25327
H 3.25140 -1.78291 0.48926
H 3.57084 -3.28199 -0.35990
H 3.22640 -1.94802 -1.34071
H 1.13066 -2.22588 0.53263
C -0.27080 -1.98660 -2.84523
O -0.63596 -3.24160 -2.22235
H 0.60727 -2.11244 -3.44141
H -1.21646 -1.65262 -3.34155
H 0.01046 -1.30008 -2.04499
H 0.07785 -3.40052 -1.56211
C -2.85061 0.31602 4.33681
O -2.43038 1.36389 3.52953
H -2.39284 -0.68931 4.11114
H -2.72554 0.56627 5.37033
H -3.94163 0.15977 4.29236
H -1.79449 1.15797 2.79674
C 1.80468 1.91648 -2.89874
O 0.45459 1.86801 -3.30726
H 2.10515 0.94981 -2.50677
H 2.38444 2.01636 -3.80210
H 1.83663 2.76142 -2.19306
H 0.02399 1.41589 -2.56593
O -2.68676 -1.69099 -0.74566
H -2.14614 -2.39796 -1.19735
H -3.43628 -2.08827 -0.27418
O 0.64513 -0.98613 2.15253
H 0.15540 -0.17576 1.90260
H 1.62483 -0.75325 2.09362
O -1.60255 3.46804 -3.04953
H -2.15679 3.78938 -3.77928
H -0.77632 3.07376 -3.38602
O -1.85830 0.85749 -1.48038
H -2.00186 1.68323 -1.94949
H -2.57293 0.25505 -1.76340
O -1.56649 0.57166 1.21324
H -1.80532 0.69147 0.27797
H -1.39820 -0.41003 1.14342
```

HOMO level: -0.33682 Ha
structure (SMILES): CO.CO.CO.CO.CO.O.O.O.O.O
LUMO: 0.2 eV

=====

Molecular formula: C4H9NO
Method: DFT, ωB97M-V/def2-TZVPD

Structure (XYZ):
```
15
C4H9NO, DFT ωB97M-V/def2-TZVPD
C -1.00611 -0.29979 -1.03976
C 1.02834 0.09059 1.46239
C -0.28772 -1.39624 -0.33281
N 0.64380 1.32239 -0.20081
C -0.50686 1.18961 -0.84653
O -1.21230 2.06400 -1.34382
H 0.80398 2.28919 0.07218
H -2.06396 -0.27672 -0.78024
H -0.91896 -0.43207 -2.12063
H 0.73132 -0.75264 2.08601
H 0.71846 0.93655 2.05748
H 2.07071 0.09416 1.16904
H 0.35065 -2.01946 -0.95449
H -0.85821 -1.96380 0.39923
H 0.50688 -0.84578 0.37275
```

HOMO level (spin up / spin down): -0.32907 / -0.32910 Ha
LUMO (spin up / spin down): -1.0 / -1.0 eV

=====

Molecular formula: CH5N2O
Method: DFT, ωB97M-V/def2-TZVPD

Structure (XYZ):
```
9
CH5N2O, DFT ωB97M-V/def2-TZVPD
O -2.15642 0.96290 -0.38536
H -2.33404 1.19033 -1.29817
N 0.35158 0.66236 0.41160
C 0.56848 -0.62733 0.17901
N 1.72309 -1.22127 -0.01300
H 1.23532 1.15242 0.51419
H -1.14746 0.90998 -0.18664
H -0.36443 -1.21004 0.14290
H 1.56075 -2.19242 -0.26518
```

HOMO level: -0.10353 Ha
LUMO: 4.7 eV
total charge: -1

=====

Molecular formula: C17H23BN2O4
Method: DFT, ωB97M-V/def2-TZVPD

Structure (XYZ):
```
47
C17H23BN2O4, DFT ωB97M-V/def2-TZVPD
O -1.13710 -0.13003 -2.73889
O 1.91848 -2.20184 -0.11813
C -0.04285 2.40853 -4.83432
C -0.14316 1.39007 -4.17189
O 3.20581 1.48857 2.33362
O 3.77038 -0.69919 1.35662
B 2.89045 0.34962 1.56527
C -0.13410 0.29841 -3.29056
C 1.52205 -1.28900 -0.80111
C -2.82288 -0.30972 0.32039
C -3.21347 -0.29002 2.71877
C -1.45901 -0.42702 0.53942
C -3.71828 -0.33566 1.38854
C -1.84750 -0.34829 2.96026
C -0.97672 -0.47084 1.83834
N 1.08417 -0.32351 -3.01944
N 1.32383 -0.02106 -0.30889
C -5.16497 -0.48862 1.08294
C -1.37762 -0.25696 4.41132
C 1.14643 -1.53822 -2.21512
C 2.63208 1.60082 -2.60994
C 2.38532 0.31704 -3.35428
C 0.50945 -0.57799 2.04070
C 1.36463 0.28044 1.12869
H 0.09635 3.33071 -5.33744
H 4.11357 1.32934 2.67846
H 3.23204 -1.35151 0.86550
H -3.24009 -0.28103 -0.65250
H -3.87814 -0.29274 3.54627
H -0.80196 -0.49047 -0.30863
H 0.69029 0.59805 -0.80576
H -5.37752 -1.50515 0.75759
H -5.48558 0.20827 0.29786
H -5.73805 -0.28953 1.99190
H -0.38047 0.17152 4.47042
H -1.31919 -1.26205 4.84557
H -2.05188 0.39883 4.97018
H 1.86509 -2.26777 -2.63688
H 0.18594 -2.05574 -2.24751
H 2.74054 1.46394 -1.55367
H 1.77921 2.27796 -2.77384
H 3.51337 2.16923 -2.93310
H 3.11625 -0.47251 -3.17593
H 2.48177 0.47410 -4.44921
H 0.79152 -0.34819 3.06090
H 0.78228 -1.60853 1.90610
H 1.16925 1.37773 1.26140
```

HOMO level: -0.30357 Ha
structure (SMILES): C#CC(=O)N(CC)CC(=O)N[C@@H](Cc1ccc(C)cc1C)B(O)O
LUMO: 0.2 eV

=====

Molecular formula: C8H6NO3
Method: DFT, ωB97M-V/def2-TZVPD

Structure (XYZ):
```
18
C8H6NO3, DFT ωB97M-V/def2-TZVPD
C -0.90043 1.65933 0.44313
C 0.45497 1.48417 0.28363
C -1.76487 0.69048 0.06531
C -1.29613 -0.66867 -0.34819
C 0.91913 0.34415 -0.35195
C 3.39180 0.19330 0.09938
C -1.13038 -1.26404 0.98454
C 0.05401 -0.66606 -1.00729
N 0.58277 -1.49365 -1.82610
O 4.40195 0.24837 0.56951
O -0.55243 -0.76866 1.92868
O 2.34440 0.02832 -0.36147
H -1.08443 2.60189 0.88623
H 1.04476 2.22037 0.64325
H -2.73834 0.83760 0.26821
H -1.53410 -2.27563 0.93035
H -2.11919 -1.10571 -0.89896
H -0.07348 -2.06555 -2.30824
```

HOMO level: -0.48247 Ha
LUMO: -4.9 eV
total charge: +1

=====

Molecular formula: C2H6N2OS
Method: DFT, ωB97M-V/def2-TZVPD

Structure (XYZ):
```
12
C2H6N2OS, DFT ωB97M-V/def2-TZVPD
C -1.62600 -1.05713 -0.10407
C 0.09603 0.47200 -0.10867
H -2.16178 -0.25232 -0.68220
H -1.84506 -2.08053 -0.39232
H -1.91344 -0.94287 0.90531
H -0.15587 2.36821 -0.01181
H 1.77822 1.59858 -0.27081
H 2.46719 -0.81530 1.25130
N -0.62360 1.45921 0.12455
N 1.50564 0.59579 -0.43858
O -0.23226 -0.85417 -0.20898
S 2.71092 -0.49147 -0.06372
```

HOMO level: -0.33492 Ha
structure (SMILES): [H]/N=C(\NS)OC
LUMO: 0.7 eV

=====

Molecular formula: C19H23CrN4O2S
Method: DFT, ωB97M-V/def2-TZVPD

Structure (XYZ):
```
50
C19H23CrN4O2S, DFT ωB97M-V/def2-TZVPD
Cr -0.11378 0.05501 -0.17228
C -0.89364 3.05799 -1.82629
C 0.14435 2.09700 -1.34461
C 0.60204 1.05014 -2.17696
C 1.64733 0.19862 -1.78841
C 2.18575 -0.84007 -2.71563
C 2.25589 0.41799 -0.53216
C 1.86095 1.47546 0.30322
C 2.64442 1.81848 1.52197
C 0.75410 2.26146 -0.09120
H -1.88642 2.74474 -1.50150
H -0.89858 3.11174 -2.91296
H -0.71313 4.05136 -1.42096
H 0.21127 0.97931 -3.18733
H 1.84342 -1.83203 -2.42007
H 3.27363 -0.84569 -2.68348
H 1.86526 -0.65936 -3.73843
H 3.13960 -0.15600 -0.27581
H 2.27503 1.27656 2.39239
H 2.56813 2.88169 1.73772
H 3.69155 1.55514 1.38615
H 0.47209 3.11028 0.52199
O -0.85016 0.08418 1.59180
N -0.77412 -0.96482 2.31227
N -0.27743 -1.97287 1.70846
O 0.06903 -1.82362 0.44106
C -0.16334 -3.22095 2.33824
C 0.42693 -4.28649 1.65319
C 0.47024 -5.53229 2.24934
C -0.07919 -5.72133 3.51073
C -0.61205 -4.64527 4.21346
C -0.65973 -3.39198 3.63714
H 0.84020 -4.13321 0.66869
H 0.93386 -6.35646 1.72951
H -0.08978 -6.70699 3.94838
H -0.99126 -4.78869 5.21385
H -1.07822 -2.55559 4.17320
C -4.60320 -0.84419 -3.07529
N -4.47727 -1.38538 -1.75099
C -5.37237 -2.19214 -1.11128
C -4.86753 -2.47275 0.11823
N -3.66270 -1.83214 0.21574
C -3.43302 -1.16461 -0.93134
S -2.13091 -0.15343 -1.37725
H -5.55288 -1.15046 -3.50292
H -3.79358 -1.20280 -3.71181
H -4.56019 0.24469 -3.04490
H -6.29938 -2.51062 -1.54718
H -5.27167 -3.06585 0.91037
H -3.07002 -1.82597 1.03281
```

HOMO level (spin up / spin down): -0.53128 / -0.53361 Ha
spin multiplicity: 4
LUMO (spin up / spin down): -7.5 / -7.2 eV
total charge: +2

=====

Molecular formula: C4H8N2O
Method: DFT, ωB97M-V/def2-TZVPD

Structure (XYZ):
```
15
C4H8N2O, DFT ωB97M-V/def2-TZVPD
C 0.05888 0.99773 -1.39342
C 0.39919 0.32142 -0.09027
C 1.67843 0.20125 0.64389
N 0.55145 0.95441 1.20471
C -0.74528 -1.09258 -0.13405
O -1.26604 -1.22441 -1.22523
N -1.16523 -1.99045 0.82524
H -0.00436 2.09287 -1.37667
H 0.64078 0.67999 -2.27580
H -0.95382 0.52924 -1.49748
H 1.85055 -0.76925 1.09792
H 2.57905 0.74595 0.34843
H 0.71775 1.96250 1.19125
H -0.91060 -1.92146 1.78570
H -1.93289 -2.63487 0.59891
```

HOMO level: -0.33455 Ha
structure (SMILES): C[C@@]1(C(N)=O)CN1
LUMO: 1.0 eV

=====

Molecular formula: C7H9FNO4
Method: DFT, ωB97M-V/def2-TZVPD

Structure (XYZ):
```
22
C7H9FNO4, DFT ωB97M-V/def2-TZVPD
C -3.46116 0.13877 0.35687
C -2.18272 -0.24406 0.50770
C 2.62045 0.96273 0.11843
C 0.60673 -2.11364 -0.07454
C 1.19713 1.21187 0.21511
C 0.63440 -0.95373 1.08902
C -1.07152 0.54872 0.25853
N 0.23380 0.31468 0.42085
O 3.01255 -0.25338 -0.17190
O 1.46689 -2.02698 -0.95875
O 3.39678 1.89962 0.16026
O -0.35159 -2.84455 -0.00635
F -1.39495 1.87013 0.00007
H -4.21195 -0.50827 0.27537
H -3.65443 1.14459 0.27130
H -2.15405 -1.34241 0.43026
H 0.38454 1.66588 -3.12263
H 0.75082 2.07745 -0.11769
H 1.70379 -0.93944 1.44113
H -0.17860 -1.07283 1.74977
H 0.27834 1.57462 -2.32745
H 2.37477 -1.10976 -0.51537
```

HOMO level (spin up / spin down): -0.14193 / -0.14101 Ha
LUMO (spin up / spin down): 3.2 / 3.2 eV
total charge: -1

=====

Molecular formula: C27H27AsBrF5N3O2RuSi2
Method: DFT, ωB97M-V/def2-TZVPD

Structure (XYZ):
```
69
C27H27AsBrF5N3O2RuSi2, DFT ωB97M-V/def2-TZVPD
Ru 0.09745 0.09428 0.16828
Br 3.48947 -7.52715 -1.81822
C 2.25678 -6.62897 -2.92507
C 0.99164 -6.33680 -2.42949
C 0.09121 -5.64517 -3.21444
C 0.45743 -5.25593 -4.50827
C 1.70853 -5.61485 -5.01788
C 2.61917 -6.28075 -4.22003
N -0.38956 -4.55207 -5.37287
N -1.38322 -3.91865 -4.91574
C -1.43638 -3.05909 -3.92774
C -2.74579 -2.80101 -3.38009
C -2.92383 -2.13541 -2.22402
C -1.79158 -1.57691 -1.51858
O -1.88797 -1.00434 -0.43268
C -0.46176 -1.67816 -2.16738
N 0.53839 -1.03391 -1.54280
C 1.73668 -0.98614 -2.11128
C 1.98445 -1.57742 -3.34495
C 0.98008 -2.27804 -3.97350
C -0.27663 -2.36389 -3.36385
H 0.71346 -6.65811 -1.43634
H -0.89857 -5.43840 -2.82943
H 1.95239 -5.34530 -6.03707
H 3.59834 -6.53706 -4.59890
H -3.57794 -3.24107 -3.91462
H -3.90016 -1.99341 -1.78239
H 2.50804 -0.45393 -1.57206
H 2.96352 -1.48186 -3.79174
H 1.15639 -2.73351 -4.93738
F -1.03792 6.45630 1.23991
C -0.89155 5.26116 0.67807
C -0.43171 4.19137 1.42386
F -0.12537 4.32986 2.70905
C -0.29964 2.97089 0.79867
F 0.16466 1.88589 1.53175
C -0.59171 2.73053 -0.53833
O -0.45189 1.52351 -1.08417
C -1.05423 3.83224 -1.26081
F -1.36223 3.68579 -2.54774
C -1.19990 5.07181 -0.66309
F -1.64324 6.09751 -1.37835
C 2.93314 -4.17935 2.67031
Si 1.86804 -3.81449 1.18826
C 2.86648 -3.73037 -0.38444
C 0.50395 -5.07880 1.00180
As 0.86348 -1.70449 1.61203
Si -0.93904 -2.00431 3.13965
C -1.49017 -0.26918 3.54971
C -2.32143 -2.93782 2.30024
C -0.30351 -2.91649 4.63621
H 3.38634 -5.16723 2.55115
H 2.35921 -4.18302 3.59735
H 3.73914 -3.45158 2.77335
H 3.43285 -4.66031 -0.49058
H 3.58000 -2.90474 -0.38046
H 2.22363 -3.63932 -1.26350
H 0.95941 -6.03867 0.74143
H -0.20594 -4.80979 0.21658
H -0.04929 -5.22611 1.92983
H -1.99775 0.19334 2.69919
H -0.66073 0.37313 3.84911
H -2.20320 -0.29514 4.37781
H -2.69596 -2.38597 1.43720
H -3.14504 -3.04797 3.01195
H -2.02973 -3.93790 1.98188
H 0.58794 -2.45017 5.05824
H -0.06603 -3.95558 4.39961
H -1.07391 -2.92467 5.41124
```

HOMO level (spin up / spin down): -0.39692 / -0.40387 Ha
spin multiplicity: 5
LUMO (spin up / spin down): -4.4 / -4.9 eV
total charge: +1